Entry 1:
ORCA calculation (ωB97M-V/def2-TZVPD) on a cluster of 2 separate species, C18H26F5INO5P in total at a distorted geometry.

The molar mass is 589.276 g mol⁻¹. The SMILES is NCCO[P@@](=O)(OCC(=O)I)OC(F)(F)c1cccc(C(F)(F)F)c1.CCCCCC. For the frontier orbital gap, the calculation gives 9.44 eV.

```
57
Properties=species:S:1:pos:R:3:forces:R:3:nbo_charge:R:1
N 1.1519 -3.2829 5.0448 -0.921 -0.089 0.844 -0.84
C 1.0291 -2.2475 6.1374 -1.617 0.467 -0.385 -0.25
C 1.9905 -0.9728 5.9377 -1.016 0.182 0.986 -0.10
O 2.6447 -0.9135 4.6288 -2.662 0.637 -1.972 -0.76
P 1.7111 0.0497 3.5465 3.278 3.867 2.268 2.43
O 1.8682 1.4975 4.0255 -1.306 -3.868 -1.682 -1.03
O 2.4164 -0.0566 2.0092 -1.430 -1.974 2.967 -0.74
C 2.9116 -1.3900 1.7080 0.773 -0.480 -1.714 -0.20
C 2.4561 -1.8929 0.2277 -0.154 -4.268 0.299 0.42
O 2.4126 -3.1183 -0.0165 0.326 4.964 1.137 -0.51
I 1.9096 -0.5279 -1.3707 0.280 -0.202 0.793 0.09
O 0.1179 -0.5673 3.6478 1.704 1.942 -2.313 -0.77
C -0.8004 0.1193 2.7934 -3.800 -0.765 -0.261 0.90
F -0.4300 0.1395 1.4208 -0.002 0.573 3.070 -0.33
F -1.1288 1.4336 3.2776 1.654 -2.750 -1.418 -0.32
C -2.1880 -0.7132 2.8687 -2.403 -1.793 0.942 -0.10
C -2.6592 -1.0688 4.3220 -2.055 -1.466 -1.576 -0.20
C -3.9452 -1.9029 4.6208 1.559 1.143 -4.673 -0.22
C -4.7666 -2.3673 3.3591 3.033 1.955 0.061 -0.18
C -4.2913 -2.0074 1.9225 1.159 0.907 2.207 -0.12
C -5.1498 -2.5485 0.6749 1.674 -0.577 1.723 0.97
F -5.6876 -1.4716 -0.0608 0.953 -3.203 1.252 -0.31
F -4.2459 -3.3569 -0.1003 -2.566 2.156 0.949 -0.34
F -6.1230 -3.4471 1.1808 1.523 2.311 -1.863 -0.33
C -2.9935 -1.1689 1.6343 -0.935 -0.825 4.199 -0.17
H 0.5789 -2.9829 4.2283 0.616 -0.099 0.867 0.36
H 0.6175 -4.0990 5.4123 0.724 0.636 -0.509 0.36
H 1.1013 -2.7248 7.1880 0.373 0.760 -1.838 0.21
H -0.0628 -1.8563 6.0740 1.700 -0.325 0.416 0.17
H 1.3231 -0.0388 6.0144 1.191 -1.272 0.263 0.20
H 2.7796 -0.9406 6.7593 -0.819 0.011 -1.460 0.21
H 2.5763 -2.2082 2.4285 0.539 1.144 -0.897 0.25
H 4.0643 -1.3061 1.6403 -1.864 -0.346 0.288 0.24
H -2.0390 -0.7536 5.2424 -0.983 -0.389 -1.878 0.24
H -4.2713 -2.1905 5.6843 0.634 0.608 -1.962 0.25
H -5.7102 -2.9689 3.5743 1.503 0.937 -0.755 0.25
H -2.6346 -0.9122 0.5875 -0.675 -0.488 1.589 0.27
C 2.1158 2.9196 -8.1650 -0.109 0.072 -0.129 -0.61
C 1.8463 3.7717 -6.9325 0.117 -0.005 0.049 -0.40
C 2.2587 3.0936 -5.6249 -0.025 0.068 0.099 -0.40
C 1.5167 1.7937 -5.2998 -0.030 -0.035 -0.149 -0.39
C -0.0066 1.9149 -5.2169 0.101 -0.116 0.156 -0.40
C -0.4768 2.8479 -4.1088 -0.172 0.055 -0.096 -0.61
H 1.5366 1.9933 -8.1508 0.063 0.024 -0.016 0.20
H 1.8393 3.4680 -9.0698 0.052 -0.103 0.023 0.21
H 3.1764 2.6633 -8.2371 -0.065 -0.036 0.005 0.20
H 0.7879 4.0497 -6.9022 0.041 -0.011 0.039 0.19
H 2.4062 4.7082 -7.0279 -0.076 -0.033 0.046 0.20
H 2.1260 3.8047 -4.8032 0.007 -0.044 -0.011 0.20
H 3.3326 2.8760 -5.6622 -0.053 0.025 -0.014 0.20
H 1.8944 1.4118 -4.3440 -0.017 0.007 -0.016 0.19
H 1.7677 1.0339 -6.0467 0.022 0.025 0.034 0.20
H -0.4211 0.9181 -5.0280 0.025 0.059 -0.096 0.20
H -0.4178 2.2442 -6.1753 0.041 -0.024 -0.004 0.20
H -0.1094 2.5141 -3.1347 0.013 0.058 -0.019 0.20
H -1.5693 2.8646 -4.0699 0.083 0.045 0.071 0.21
H -0.1370 3.8733 -4.2737 -0.008 -0.052 0.062 0.20
```
Forces are in eV/Å.

***

Entry 2:
ORCA calculation (ωB97M-V/def2-TZVPD) on a cluster of 2 separate species, C3H10N2O in total at a distorted geometry.

The molar mass is 90.126 g mol⁻¹. The SMILES is NC(N)=O.CC. For the frontier orbital gap, the calculation gives 10.44 eV.

```
16
Properties=species:S:1:pos:R:3:forces:R:3:nbo_charge:R:1
C 0.9358 -2.0238 -2.2799 1.958 0.880 -0.353 -0.60
C 0.8306 -0.8671 -1.2645 1.383 1.761 -1.359 -0.63
H 1.5503 -2.8475 -1.8508 -0.395 0.520 -0.424 0.21
H 1.4293 -1.6724 -3.2686 -0.873 -0.623 1.653 0.21
H -0.0413 -2.3890 -2.4759 -0.819 -0.469 -0.386 0.21
H 1.8434 -0.3609 -1.0681 -1.280 -0.850 -0.298 0.20
H 0.1745 -0.0431 -1.6598 0.457 -0.797 0.291 0.20
H 0.4484 -1.1772 -0.3236 -0.431 -0.489 0.840 0.21
N 0.0396 1.5742 0.9650 0.584 1.256 0.444 -0.83
C -0.9063 1.7741 1.9344 -0.346 0.744 1.168 0.77
N -1.6867 0.6106 2.2284 -0.904 -0.245 -0.228 -0.90
O -1.1585 2.8228 2.5444 1.430 -1.211 -1.482 -0.63
H 0.7503 2.3001 0.9241 -0.465 -0.129 -0.225 0.40
H 0.2298 0.7603 0.3849 -0.651 0.106 0.878 0.42
H -1.8310 0.5699 3.2436 0.550 0.096 -0.264 0.38
H -2.6080 0.9691 1.9664 -0.199 -0.549 -0.254 0.37
```
Forces are in eV/Å.

***

Entry 3:
ORCA calculation (ωB97M-V/def2-TZVPD) on a cluster of 3 separate species, C3H10NO2 in total at a distorted geometry.

The molar mass is 92.118 g mol⁻¹. The spin multiplicity is 2. For the frontier orbital gap (spin up / spin down), the calculation gives 5.53 / 9.07 eV.

```
16
Properties=species:S:1:pos:R:3:forces:R:3:mulliken_spin:R:1
C 0.9910 0.1804 -1.1197 -0.149 -0.615 0.627 0.01
C 0.5512 -0.0112 -2.3532 0.028 1.356 -1.871 0.12
C 1.6832 -0.8733 0.9095 1.788 0.599 -1.611 0.69
N 0.7098 -0.5309 0.0548 -1.948 -0.251 -1.212 0.20
H 1.6980 0.9776 -0.9760 0.404 0.376 0.083 -0.03
H -0.0810 -0.7066 -2.8885 -0.235 -0.559 1.014 0.00
H 0.8552 0.7664 -3.0857 0.086 -0.447 0.615 0.00
H 1.4150 -1.2695 1.8316 -0.066 -0.601 1.367 0.02
H 2.6626 -0.8876 0.4193 -0.167 -0.281 0.913 0.02
H -0.2431 -0.4419 0.4469 0.938 -0.296 -0.968 -0.05
H -1.0338 1.5600 1.5596 0.434 0.043 -1.022 0.00
H -0.8890 0.6833 2.6601 0.890 -0.662 -0.431 0.00
O -0.5401 0.7445 1.7391 -1.590 1.498 2.933 0.01
H -2.7643 0.2735 0.9145 -0.582 -0.108 -0.352 0.00
H -2.9710 0.1252 -0.6919 0.069 0.062 1.060 0.00
O -2.3492 0.1438 0.0605 0.101 -0.114 -1.146 0.01
```
Forces are in eV/Å.

***

Entry 4:
ORCA calculation (ωB97M-V/def2-TZVPD) on the molecule C5H9NO at a distorted geometry.

The molar mass is 99.133 g mol⁻¹. The SMILES is C[C@H]1N[C@H]1[C@H]1CO1. For the frontier orbital gap, the calculation gives 9.77 eV.

```
16
Properties=species:S:1:pos:R:3:forces:R:3:nbo_charge:R:1
C 1.7406 0.1673 1.7282 0.160 -0.097 -0.320 -0.64
C 0.3672 0.6651 1.3182 0.081 -0.442 -0.271 -0.06
N -0.1843 1.2993 0.1384 -0.133 0.836 -0.410 -0.60
C -0.6387 -0.0600 0.3475 -0.089 0.219 0.286 -0.12
C -0.6992 -0.8505 -1.0000 0.177 -0.020 0.511 0.05
C -1.3559 -0.1791 -2.1591 -0.111 0.044 0.166 -0.11
O 0.0532 -0.3622 -2.1013 0.315 -0.018 0.161 -0.50
H 1.7849 0.1352 2.8294 -0.118 0.034 -0.426 0.22
H 2.5732 0.7966 1.4039 -0.073 -0.021 -0.121 0.22
H 1.8882 -0.8544 1.3837 0.274 0.047 -0.130 0.22
H -0.0271 1.2963 2.1274 -0.572 -1.153 0.142 0.20
H 0.4245 1.2723 -0.6714 0.186 -0.098 -0.178 0.36
H -1.5440 -0.2657 0.9036 -0.726 0.596 -0.409 0.19
H -0.8112 -1.9385 -1.0056 0.236 0.254 0.365 0.19
H -1.8642 -0.7520 -2.9451 0.205 -0.010 0.455 0.18
H -1.7024 0.8523 -2.0780 0.188 -0.172 0.181 0.19
```
Forces are in eV/Å.

***

Entry 5:
ORCA calculation (ωB97M-V/def2-TZVPD) on a cluster of 2 separate species, C3H3O4S in total at a distorted geometry.

The molar mass is 135.120 g mol⁻¹. For the frontier orbital gap (spin up / spin down), the calculation gives 8.49 / 5.32 eV. Its total charge is -1.

```
11
Properties=species:S:1:pos:R:3:forces:R:3:nbo_charge:R:1
C -1.1981 -1.3117 0.3063 -0.063 0.240 -0.202 0.75
C 0.1979 -1.0655 1.2294 -0.708 0.583 -0.851 0.44
C 0.6029 1.6348 -1.2344 -0.750 0.614 -3.126 -0.83
O -0.9639 -2.1931 -0.4961 0.203 -0.507 -0.370 -0.68
O -2.1636 -0.6199 0.5966 0.636 0.168 0.417 -0.68
O 0.1964 -0.9225 2.5399 0.071 0.165 0.899 -0.25
O 0.8357 -2.0925 1.8281 0.232 0.004 -0.133 -0.26
S 1.8183 1.6143 0.0180 -0.044 -0.428 0.716 -0.12
H 0.3210 2.6217 -1.7422 1.338 -0.644 0.622 0.21
H -0.3961 1.4324 -0.9779 -1.318 -0.791 1.477 0.23
H 0.7495 0.9020 -2.0677 0.404 0.595 0.553 0.20
```
Forces are in eV/Å.

***

Entry 6:
ORCA calculation (ωB97M-V/def2-TZVPD) on the molecule C2H6N4O at a distorted geometry.

The molar mass is 102.097 g mol⁻¹. The SMILES is [H]/N=C1/CN1NON. For the frontier orbital gap, the calculation gives 10.38 eV.

```
13
Properties=species:S:1:pos:R:3:forces:R:3:nbo_charge:R:1
C 0.0805 -1.8503 0.5294 -0.204 -0.429 -0.292 -0.31
C 0.9997 -0.7981 0.1368 -0.872 0.110 1.639 0.44
N -0.5984 1.8054 -0.9418 0.523 0.680 0.799 -0.55
O -1.2290 0.6370 -0.4601 -0.820 -0.527 -0.130 -0.32
N 0.0055 -0.5126 1.1455 1.601 -0.112 -0.218 -0.31
N -1.0947 0.2850 0.9867 -0.241 0.954 -1.479 -0.15
N 2.0198 -0.4392 -0.4619 0.411 0.166 -0.848 -0.63
H -1.2971 2.3724 -1.4174 -0.335 -0.298 0.436 0.35
H 0.0758 1.5808 -1.6703 0.030 -0.687 0.293 0.34
H -0.9279 1.1497 1.5059 0.121 0.059 -0.451 0.35
H 2.2634 0.5446 -0.3656 -0.178 -0.002 0.255 0.36
H -0.6880 -2.1304 -0.1844 -0.027 0.106 -0.073 0.22
H 0.3905 -2.6445 1.1973 -0.008 -0.020 0.069 0.21
```
Forces are in eV/Å.

***

Entry 7:
ORCA calculation (ωB97M-V/def2-TZVPD) on a structure of composition C5H11NO.

The molar mass is 101.149 g mol⁻¹. For the frontier orbital gap, the calculation gives 8.68 eV.

```
18
Properties=species:S:1:pos:R:3:forces:R:3:nbo_charge:R:1
C 1.4195 1.0363 -1.3212 0.072 0.019 -0.016 -0.69
C -0.0254 1.2283 -0.9699 0.216 0.138 0.034 0.04
C -1.6179 -0.0277 -0.7579 -0.299 -0.108 -0.056 -0.37
N -0.6273 0.5284 0.0126 0.066 0.027 -0.175 -0.40
C -0.1512 0.1364 1.3254 0.003 0.024 0.063 -0.24
C 0.3748 -1.2981 1.3589 0.298 0.241 0.122 -0.07
O -0.6514 -2.2377 1.1550 -0.109 -0.004 -0.232 -0.72
H 2.0554 1.0532 -0.4249 -0.126 -0.027 -0.100 0.22
H 1.7711 1.8203 -1.9965 -0.067 -0.099 0.081 0.23
H 1.5928 0.0681 -1.8131 -0.058 0.101 0.071 0.22
H -0.5980 2.0163 -1.4434 0.035 -0.138 0.096 0.19
H -1.3630 -0.6219 -1.6289 0.046 0.075 0.123 0.18
H -2.6654 0.0842 -0.4754 0.120 -0.026 -0.014 0.18
H 0.6216 0.8513 1.6280 -0.071 -0.118 -0.017 0.21
H -0.9904 0.2159 2.0280 0.082 0.006 -0.085 0.21
H 1.1841 -1.4044 0.6154 -0.170 -0.032 0.108 0.15
H 0.8006 -1.5015 2.3474 -0.033 0.033 -0.129 0.18
H -1.1299 -1.9474 0.3603 -0.004 -0.114 0.126 0.48
```
Forces are in eV/Å.

***

Entry 8:
ORCA calculation (ωB97M-V/def2-TZVPD) on a structure of composition CH6NO4 at a distorted geometry.

The molar mass is 96.062 g mol⁻¹. The spin multiplicity is 2. For the frontier orbital gap (spin up / spin down), the calculation gives 10.52 / 6.86 eV.

```
12
Properties=species:S:1:pos:R:3:forces:R:3:mulliken_spin:R:1
N 2.8820 -0.8254 1.0022 -4.457 -0.505 -0.604 0.00
C 2.3940 0.1196 0.0623 4.666 3.052 -2.554 0.00
O 2.5064 -0.3736 -1.2697 -0.226 0.176 2.010 0.00
O 2.2278 1.2994 0.2652 -0.921 0.082 -0.063 0.00
H 2.6270 -0.5195 1.9672 0.699 0.478 -0.798 0.00
H 1.6878 -0.7359 0.6683 0.595 -3.305 2.081 0.00
H -3.3372 0.3755 1.6687 0.188 -0.524 0.015 -0.02
H -4.1236 -0.2026 -0.0757 -0.027 -1.338 -2.770 -0.02
O -4.0704 0.4191 1.0355 -0.312 1.523 1.670 0.87
H 2.7565 0.4152 -1.7695 -0.352 0.014 -0.075 0.00
H -4.7474 0.1143 -1.4589 -0.126 -0.265 -0.121 0.00
O -4.3385 -0.6566 -1.0392 0.273 0.612 1.209 0.18
```
Forces are in eV/Å.

***

Entry 9:
ORCA calculation (ωB97M-V/def2-TZVPD) on the molecule C5H9FS at a distorted geometry.

The molar mass is 120.192 g mol⁻¹. The SMILES is CC1(C)S[C@H]1CF. For the frontier orbital gap, the calculation gives 9.75 eV.

```
16
Properties=species:S:1:pos:R:3:forces:R:3:nbo_charge:R:1
C -0.2042 -1.4944 -0.3569 0.280 0.580 0.180 -0.63
C -0.4220 0.0040 -0.4305 -0.060 1.055 0.222 -0.03
C -0.2164 0.7203 -1.7858 0.422 -1.862 -0.510 -0.63
C -0.0629 0.8579 0.7420 -1.025 -0.107 -0.648 -0.34
C 0.7252 0.2555 1.8691 -1.344 0.316 1.467 0.03
H -0.9229 -1.9055 -1.0328 -0.633 -0.775 -0.054 0.22
H 0.7687 -1.8185 -0.7132 0.340 0.387 -0.214 0.22
H -0.2599 -1.8723 0.6680 -0.491 -0.010 -0.330 0.22
H 0.9139 0.7987 -1.9293 -1.518 0.225 -0.052 0.22
H -0.6490 0.1009 -2.6622 0.656 0.984 1.412 0.22
H -0.7514 1.6687 -1.7264 0.465 0.072 -0.276 0.23
H 0.0394 1.8841 0.4701 1.019 0.550 0.049 0.23
H 0.0503 -0.5065 2.3503 0.943 0.465 -0.276 0.18
H 1.0578 0.9871 2.6745 -0.426 -0.764 -1.144 0.18
F 1.8351 -0.3471 1.3278 0.534 -0.205 0.091 -0.36
S -1.9018 0.6670 0.5354 0.838 -0.909 0.086 0.03
```
Forces are in eV/Å.